80
Properties=species:S:1:pos:R:3:lowdin_charge:R:1 method="wB97M-V/def2-TZVPD" total_charge=0
C -5.8930 -0.8757 -1.1524 -0.02
C -6.2859 0.0916 -2.2562 -0.38
C -5.4734 -0.3418 -3.5362 -0.10
C -5.9078 1.5126 -1.9312 -0.20
O -7.0491 2.3026 -2.3360 -0.35
S -6.7496 3.8917 -2.7175 0.97
O -7.7848 4.5804 -2.0470 -0.36
O -5.4112 4.3769 -1.8447 -0.28
O -4.2106 4.2286 -2.7123 -0.10
C -3.0496 4.1757 -1.8946 -0.15
C -2.3470 2.8434 -1.9664 -0.45
C -2.6758 1.9219 -0.8337 -0.01
O -2.5093 2.2239 -3.1667 0.05
H -5.4269 -0.3990 -0.3347 0.07
H -6.7705 -1.3396 -0.7800 0.08
H -5.2704 -1.6151 -1.5489 0.05
H -7.3525 0.0087 -2.5012 0.07
H -4.4606 -0.0459 -3.4798 0.04
H -5.9082 0.0480 -4.4475 0.04
H -5.4852 -1.3910 -3.6532 0.07
H -5.7503 1.5900 -0.8915 0.12
H -5.0239 1.7361 -2.4717 0.10
H -2.4119 4.9637 -2.1970 0.10
H -3.3372 4.3324 -0.8930 0.12
H -1.2783 3.0564 -1.8369 0.06
H -1.8499 1.7588 -0.2050 0.04
H -2.8917 0.9742 -1.2346 0.07
H -3.5299 2.2217 -0.2994 0.08
H -1.7755 2.3632 -3.6925 0.07
C -1.8268 -0.7974 1.1670 -0.51
O -2.8602 -0.8870 0.3402 -0.32
H -1.0696 -1.6091 1.1238 -0.01
H -1.1627 0.1165 1.0612 0.04
H -2.0548 -0.7663 2.2709 0.01
O -3.3694 7.1210 -1.4345 -0.04
H -3.3479 8.0260 -1.1227 0.04
H -4.1382 7.0897 -2.0087 0.04
Li -7.7481 0.5035 -3.9529 0.82
C 1.1381 -4.0547 0.9682 -0.10
C 1.6930 -2.7962 0.2680 -0.65
C 3.1887 -3.0150 -0.0457 -0.09
O 1.5667 -1.7270 1.1298 -0.49
H 1.6509 -4.2607 1.9149 0.06
H 0.0685 -3.9499 1.1781 0.06
H 1.2527 -4.9468 0.3406 0.07
H 1.1809 -2.7534 -0.7225 0.12
H 3.7653 -3.1843 0.8610 0.04
H 3.6040 -2.1479 -0.5621 0.06
H 3.3375 -3.8887 -0.6988 0.07
O 4.3584 -3.2465 3.3745 -0.06
H 5.1183 -2.6644 3.4239 0.03
H 3.6265 -2.6535 3.1830 0.01
Na 0.5442 3.2877 -1.0798 0.87
F -3.7183 0.4771 -5.2864 -0.73
K 0.2064 -1.5564 3.0146 0.87
C 9.1872 2.8501 4.8576 -0.11
O 8.7678 1.5453 5.2973 -0.27
P 8.2526 0.4777 4.0985 0.59
O 6.9762 1.1413 3.6773 -0.27
O 8.0182 -0.7162 5.1882 -0.25
C 8.7296 -0.7977 6.4368 -0.11
O 8.4028 -0.6104 2.8334 -0.24
C 9.5826 -1.4549 2.7699 -0.10
H 9.5534 3.3888 5.7271 0.09
H 9.9920 2.7829 4.1271 0.08
H 8.3450 3.3926 4.4293 0.08
H 8.1885 -0.2594 7.2116 0.09
H 9.7400 -0.4067 6.3623 0.08
H 8.7849 -1.8478 6.7165 0.09
H 9.5433 -2.2252 3.5437 0.08
H 10.4998 -0.8744 2.8774 0.08
H 9.5957 -1.9361 1.7969 0.09
C -3.0253 -3.9593 -3.0487 -0.67
O -3.2894 -4.6491 -2.0738 0.01
N -3.0435 -2.5895 -3.0251 0.17
N -2.6876 -4.5158 -4.2687 0.14
H -2.8352 -2.0089 -3.8230 0.09
H -3.2803 -2.1522 -2.1488 0.08
H -2.6639 -5.5097 -4.3250 0.09
H -2.4691 -3.9759 -5.0813 0.08

---

30
Properties=species:S:1:pos:R:3:lowdin_charge:R:1 method="wB97M-V/def2-TZVPD" de_lowest_kj_mol=112.4 smiles=Cc1c[nH]c2ccccc12.CCC total_charge=0
C 1.8674 -1.8829 1.8407 -0.04
C 1.0756 1.4113 0.2526 -0.21
C 1.7628 0.1807 0.1803 -0.16
C 1.4984 -0.4776 1.4047 -0.25
C 0.6496 0.2954 2.1290 -0.08
C 1.5382 1.7884 -2.0545 -0.10
C 0.9590 2.2542 -0.8919 -0.03
C 2.3662 0.6600 -2.0267 -0.11
C 2.3953 -0.2335 -0.9886 -0.03
N 0.4447 1.5267 1.4919 0.09
H 1.1970 2.4229 -2.8827 0.11
H 0.3356 3.1146 -0.7155 0.10
H 2.9167 0.4687 -2.9484 0.10
H 3.1284 -1.0215 -1.0873 0.11
H -0.2644 2.2046 1.6979 0.14
H 0.2515 0.0762 3.1013 0.12
H 2.2464 -1.8869 2.8708 0.08
H 2.7266 -2.2556 1.2820 0.07
H 1.0364 -2.5875 1.7559 0.08
C -2.0364 -0.4055 -0.3395 -0.32
C -2.4032 -1.5336 -1.2447 -0.13
C -3.1851 0.2901 0.4127 -0.12
H -1.2645 -0.6853 0.4290 0.10
H -1.5327 0.4197 -0.8902 0.10
H -1.6538 -1.6162 -2.0235 0.06
H -2.8560 0.3423 1.4523 0.06
H -3.4924 1.2749 0.0388 0.07
H -4.1255 -0.2588 0.3336 0.06
H -2.2636 -2.4856 -0.7504 0.07
H -3.3182 -1.4001 -1.8295 0.08

---

59
Properties=species:S:1:pos:R:3:lowdin_charge:R:1 method="wB97M-V/def2-TZVPD" de_lowest_kj_mol=37.9 total_charge=-1
Ba -0.4619 0.1308 -0.0403 2.03
C 4.9744 1.7913 4.7782 -0.07
C 4.2963 1.2955 3.5323 -0.29
C 4.8220 1.5203 2.2606 -0.05
C 4.1875 1.0880 1.1160 -0.03
C 2.9631 0.3804 1.1348 -0.27
N 2.2944 -0.0060 0.0053 -0.10
C 2.9634 -0.3804 -1.1279 -0.27
C 4.2109 -1.0488 -1.1002 -0.03
C 4.8497 -1.4865 -2.2395 -0.05
C 4.3105 -1.3025 -3.5130 -0.29
C 5.0019 -1.8186 -4.7434 -0.07
C 3.0939 -0.6472 -3.5744 0.01
C 2.4410 -0.1897 -2.4356 -0.14
N 1.2289 0.5611 -2.7035 -0.14
C 1.1686 1.8327 -3.1521 -0.06
C -0.1472 2.1451 -3.3862 -0.05
C -0.8466 0.9730 -3.0583 -0.20
N -0.0186 0.0097 -2.6642 -0.09
C 2.4498 0.1557 2.4403 -0.14
C 3.0946 0.6101 3.5847 0.01
N 1.2546 -0.6216 2.6954 -0.13
C 1.2151 -1.8891 3.1575 -0.06
C -0.0974 -2.2255 3.3754 -0.05
C -0.8184 -1.0721 3.0173 -0.19
N 0.0001 -0.0998 2.6315 -0.08
H 6.0573 1.8377 4.6494 0.07
H 4.7815 1.1256 5.6215 0.07
H 4.6417 2.7895 5.0730 0.08
H 5.7602 2.0576 2.1622 0.11
H 4.6361 1.2965 0.1530 0.11
H 4.6653 -1.2293 -0.1347 0.11
H 5.8014 -1.9990 -2.1378 0.11
H 6.0827 -1.8567 -4.5960 0.07
H 4.8193 -1.1722 -5.6040 0.07
H 4.6794 -2.8247 -5.0220 0.08
H 2.6151 -0.4649 -4.5307 0.13
H 2.0806 2.3968 -3.2564 0.13
H -0.5513 3.0836 -3.7212 0.10
H -1.9100 0.7872 -3.0462 0.12
H 2.6248 0.3970 4.5390 0.13
H 2.1366 -2.4331 3.2829 0.13
H -0.4823 -3.1679 3.7229 0.10
H -1.8848 -0.9068 2.9955 0.11
O -6.4672 -4.5869 0.2684 -0.06
C -6.5180 -3.3442 0.1620 -0.70
O -7.4979 -2.5786 0.1554 -0.04
C -5.1400 -2.6492 0.0643 -0.09
C -3.9730 -3.4021 0.0685 -0.01
C -2.7530 -2.7576 0.0050 -0.15
N -2.6408 -1.4289 -0.0617 -0.09
C -3.7616 -0.6901 -0.0844 -0.20
C -5.0209 -1.2659 -0.0295 0.06
C -3.6183 0.8415 -0.1913 -0.63
O -4.5903 1.5038 -0.4855 0.05
O -2.4115 1.2957 0.0253 -0.45
H -4.0615 -4.4785 0.1312 0.11
H -1.8247 -3.3226 0.0092 0.10
H -5.9110 -0.6543 -0.0552 0.12

---

no.,Kohn-Sham gap (hartree)
1,0.1233
2,0.3222
3,0.2593